(one)
This record from OMol25 describes a cluster of 2 separate species, C4H10N4O in total. The level of theory is ωB97M-V/def2-TZVPD.

The highest occupied orbital energy is -9.11 eV. For the LUMO energy, the calculation gives 0.920 eV. For the HOMO-LUMO gap, the calculation gives 10.034 eV. Its SMILES is [H]/N=C(/C)[C@H](N)ON.C#N.

The geometry in ORCA input format:
```
! RIJCOSX wB97M-V def2-TZVPD def2/J DEFGRID3
* xyz 0 1
H 0.14 1.69 -1.45
N -0.80 1.37 -1.20
C -0.87 0.83 -0.06
C -2.20 0.40 0.47
C 0.32 0.57 0.86
N 1.47 1.27 0.48
O 0.73 -0.94 0.77
N -0.28 -1.92 0.87
H -2.46 1.02 1.32
H -2.15 -0.64 0.81
H -2.95 0.50 -0.31
H 0.04 0.79 1.90
H 2.18 1.24 1.20
H 1.86 0.85 -0.40
H -0.40 -2.30 -0.08
H 0.13 -2.66 1.44
C 1.81 -0.61 -2.10
N 1.17 -1.48 -1.69
H 2.27 0.01 -2.84
*
```

(two)
This record from OMol25 describes the molecule C4H10N4O. The level of theory is ωB97M-V/def2-TZVPD.

The highest occupied orbital energy is -8.00 eV. For the LUMO energy, the calculation gives 0.833 eV. For the HOMO-LUMO gap, the calculation gives 8.831 eV. Its SMILES is N/N=C\N1C[C@@H](O)CN1.

The geometry in ORCA input format:
```
! RIJCOSX wB97M-V def2-TZVPD def2/J DEFGRID3
* xyz 0 1
N -1.78 -0.80 2.29
N -2.55 -0.64 1.16
C -1.99 -0.14 0.12
N -0.56 0.19 0.13
C -0.08 0.87 -1.06
C 1.36 0.37 -1.34
O 2.43 1.27 -1.66
C 1.55 -0.49 -0.11
N 0.16 -0.96 0.11
H -0.97 -0.16 2.39
H -2.37 -0.83 3.09
H -2.58 -0.12 -0.78
H 0.01 1.94 -0.82
H -0.77 0.85 -1.92
H 1.25 -0.31 -2.15
H 2.62 1.80 -0.89
H 1.93 0.09 0.71
H 2.22 -1.34 -0.22
H 0.12 -1.59 0.95
*
```

It turns out (two) is the most stable, with the second structure 7.4 kcal/mol higher.

(one)
This record from OMol25 describes the molecule C2H3BrN2O3. The level of theory is ωB97M-V/def2-TZVPD.

The highest occupied orbital energy (alpha / beta) is -9.89 / -9.89 eV. For the LUMO energy (alpha / beta), the calculation gives -1.499 / -1.499 eV. For the HOMO-LUMO gap (alpha / beta), the calculation gives 8.390 / 8.390 eV. Its SMILES is C[C@](Br)(N=O)[N+](=O)[O-].

The geometry in ORCA input format:
```
! RIJCOSX wB97M-V def2-TZVPD def2/J DEFGRID3
* xyz 0 1
C 0.06 0.08 0.04
C -0.36 0.29 1.49
Br 1.21 0.25 2.80
N -0.94 -0.95 1.91
O -1.92 -1.19 2.58
N -1.32 1.55 1.69
O -2.25 1.44 0.90
O -1.20 2.22 2.69
H -0.56 0.65 -0.55
H 1.07 0.42 -0.12
H -0.09 -0.96 -0.16
*
```

(two)
This record from OMol25 describes the molecule C2H3BrN2O3. The level of theory is ωB97M-V/def2-TZVPD.

The highest occupied orbital energy is -10.29 eV. For the LUMO energy, the calculation gives -0.413 eV. For the HOMO-LUMO gap, the calculation gives 9.879 eV. Its SMILES is NC(=O)[C@H](Br)[N+](=O)[O-].

The geometry in ORCA input format:
```
! RIJCOSX wB97M-V def2-TZVPD def2/J DEFGRID3
* xyz 0 1
N 0.31 -0.64 -1.74
C 0.23 -0.95 -0.49
O -0.67 -1.42 0.12
C 1.66 -0.54 0.43
Br 2.11 1.34 0.15
N 2.65 -1.41 -0.13
O 2.89 -2.43 0.45
O 3.12 -1.00 -1.12
H 1.31 -0.29 -2.04
H -0.46 -0.58 -2.43
H 1.36 -0.76 1.49
*
```

It turns out (two) is the most stable, with the second structure 69.6 kcal/mol higher.

(one)
This record from OMol25 describes a cluster of 10 separate species, ClH18O9 in total. The level of theory is ωB97M-V/def2-TZVPD.

The highest occupied orbital energy is -7.18 eV. For the LUMO energy, the calculation gives 2.636 eV. For the HOMO-LUMO gap, the calculation gives 9.813 eV.

The geometry in ORCA input format:
```
! RIJCOSX wB97M-V def2-TZVPD def2/J DEFGRID3
* xyz -1 1
Cl -0.12 0.18 -0.52
O 2.95 1.07 -1.76
H 3.15 0.48 -1.02
H 1.99 1.19 -1.69
O -0.22 0.23 -3.77
H -0.29 0.05 -2.82
H -0.25 1.19 -3.82
O -1.53 0.33 2.48
H -1.26 0.51 1.56
H -0.75 -0.10 2.85
O -2.65 -2.18 0.96
H -1.91 -1.56 0.97
H -2.64 -2.58 1.83
O -3.32 1.05 -0.01
H -3.55 0.39 0.65
H -2.40 0.85 -0.23
O 0.12 3.59 -1.17
H -0.01 2.65 -0.98
H 0.43 3.95 -0.33
O 3.03 0.62 1.05
H 2.11 0.87 0.89
H 3.10 0.56 2.01
O 0.81 -1.38 2.52
H 0.71 -1.47 1.56
H 0.70 -2.27 2.88
O 0.52 -3.12 -1.25
H 0.58 -2.32 -0.71
H 0.72 -2.79 -2.14
*
```

(two)
This record from OMol25 describes a cluster of 10 separate species, ClH18O9 in total. The level of theory is ωB97M-V/def2-TZVPD.

The highest occupied orbital energy is -6.91 eV. For the LUMO energy, the calculation gives 2.887 eV. For the HOMO-LUMO gap, the calculation gives 9.795 eV.

The geometry in ORCA input format:
```
! RIJCOSX wB97M-V def2-TZVPD def2/J DEFGRID3
* xyz -1 1
Cl 6.92 -1.32 -11.97
O 6.24 -2.51 -8.89
H 6.56 -1.95 -9.61
H 6.98 -2.53 -8.27
O 9.18 -2.46 -9.54
H 9.35 -3.40 -9.59
H 9.12 -2.17 -10.47
O 8.73 1.17 -10.41
H 8.11 1.79 -10.02
H 8.18 0.51 -10.85
O 6.64 -3.10 -15.04
H 6.58 -2.34 -14.44
H 6.43 -2.74 -15.90
O 7.67 -4.46 -12.63
H 7.74 -4.81 -11.74
H 7.56 -3.50 -12.50
O 4.28 -3.04 -11.20
H 3.64 -3.00 -11.92
H 5.01 -2.47 -11.50
O 10.48 -0.81 -11.99
H 9.53 -0.80 -12.16
H 10.57 -0.33 -11.16
O 5.78 1.76 -12.53
H 6.54 2.18 -12.94
H 6.15 1.00 -12.04
O 5.53 -0.35 -14.77
H 6.06 0.10 -14.10
H 5.23 0.35 -15.36
*
```

(three)
This record from OMol25 describes a cluster of 10 separate species, ClH18O9 in total. The level of theory is ωB97M-V/def2-TZVPD.

The highest occupied orbital energy is -7.32 eV. For the LUMO energy, the calculation gives 2.779 eV. For the HOMO-LUMO gap, the calculation gives 10.101 eV.

The geometry in ORCA input format:
```
! RIJCOSX wB97M-V def2-TZVPD def2/J DEFGRID3
* xyz -1 1
Cl -7.57 -14.16 3.07
O -10.42 -12.31 3.07
H -10.05 -11.46 3.33
H -9.65 -12.85 2.85
O -7.61 -12.16 0.20
H -7.69 -12.84 0.88
H -8.06 -11.40 0.57
O -8.62 -16.33 6.05
H -8.08 -17.08 5.82
H -8.40 -15.66 5.38
O -8.19 -12.26 5.75
H -8.03 -12.78 4.95
H -8.49 -11.41 5.42
O -4.48 -13.44 1.94
H -4.29 -14.30 1.55
H -5.31 -13.61 2.39
O -9.09 -17.74 3.07
H -8.15 -17.93 3.12
H -9.13 -16.78 2.99
O -5.44 -16.33 1.71
H -6.29 -16.12 2.13
H -5.13 -17.12 2.17
O -8.97 -15.39 0.30
H -9.71 -14.78 0.31
H -8.54 -15.25 1.15
O -5.39 -11.48 4.47
H -5.74 -12.37 4.31
H -4.84 -11.32 3.69
*
```

It turns out (one) is the most stable, with the second structure 5.4 kcal/mol higher.

(one)
This record from OMol25 describes a cluster of 2 separate species, FH3O3P in total. The level of theory is ωB97M-V/def2-TZVPD.

The highest occupied orbital energy is -18.63 eV. For the LUMO energy, the calculation gives -6.361 eV. For the HOMO-LUMO gap, the calculation gives 12.270 eV.

The geometry in ORCA input format:
```
! RIJCOSX wB97M-V def2-TZVPD def2/J DEFGRID3
* xyz 1 1
O 1.17 0.83 -2.30
O 0.41 -0.43 -0.23
O -1.08 1.52 -0.96
F 0.08 -1.67 2.49
P 0.24 0.72 -1.26
H 0.32 -2.10 3.30
H 0.19 -1.13 0.45
H -1.33 2.26 -1.49
*
```

(two)
This record from OMol25 describes a cluster of 2 separate species, FH3O3P in total. The level of theory is ωB97M-V/def2-TZVPD.

The highest occupied orbital energy is -18.89 eV. For the LUMO energy, the calculation gives -6.229 eV. For the HOMO-LUMO gap, the calculation gives 12.656 eV.

The geometry in ORCA input format:
```
! RIJCOSX wB97M-V def2-TZVPD def2/J DEFGRID3
* xyz 1 1
O 2.69 -0.56 -0.12
O 0.17 -0.97 0.17
O 0.87 1.47 0.00
F -2.65 -0.74 -0.08
P 1.36 -0.05 0.02
H -3.25 -0.36 0.45
H -0.84 -0.77 -0.14
H 1.65 1.97 -0.29
*
```

It turns out (two) is the most stable, with the second structure 6.8 kcal/mol higher.